#a
The following is a quantum chemistry calculation of one molecule with the formula CH3BCl2O2, from the OMol25 dataset.

Last column: Mulliken charge in e.
Atoms and positions in Å:
B (0.419, 0.001, 0.110)  0.56
C (-1.082, -0.002, -0.486)  -0.09
H (1.872, 1.242, 0.675)  0.28
Cl (-1.988, -1.450, 0.011)  -0.16
Cl (-1.994, 1.446, -0.002)  -0.16
H (1.888, -1.234, 0.645)  0.28
H (-1.090, -0.008, -1.579)  0.29
O (0.980, 1.200, 0.328)  -0.50
O (0.995, -1.195, 0.299)  -0.50

As for the SMILES: OB(O)C(Cl)Cl. The calculation puts the HOMO-LUMO gap at 0.3825 Eh. As for the spin multiplicity: 1.

---

#b
The following is a quantum chemistry calculation of one molecule with the formula CH3BCl2O2, from the OMol25 dataset.

Last column: Mulliken charge in e.
Atoms and positions in Å:
C (0.236, -1.161, -0.147)  -0.04
H (0.729, 1.953, 0.978)  0.29
O (-1.181, 0.826, -0.668)  -0.58
B (-0.084, 0.411, 0.076)  0.54
H (-0.076, -1.328, -1.131)  0.30
Cl (-1.005, -1.940, 0.850)  -0.20
O (0.917, 1.148, 0.564)  -0.47
H (-1.407, 1.771, -0.869)  0.31
Cl (1.870, -1.681, 0.347)  -0.15

As for the SMILES: OB(O)C(Cl)Cl. The calculation puts the HOMO-LUMO gap at 0.3776 Eh. As for the spin multiplicity: 1.

---

Each structure's energy above the most stable one, in kJ/mol: #a 0.0; #b 47.6.

---

#a
The following is a quantum chemistry calculation of one molecule with the formula C4H8N4O2, from the OMol25 dataset.

Last column: Mulliken charge in e.
Atoms and positions in Å:
H (0.923, -1.389, -2.278)  0.24
H (2.269, 3.026, -0.498)  0.27
N (1.330, -0.155, 0.105)  0.04
C (0.105, -1.602, -1.567)  -0.54
C (0.192, -0.967, -0.202)  -0.35
H (-1.803, -0.856, -0.999)  0.28
O (2.318, -1.776, 1.255)  -0.64
C (-0.807, -0.536, -1.188)  -0.62
O (3.253, 0.224, 0.941)  -0.69
C (1.082, 1.453, -0.024)  0.35
N (2.368, -0.613, 0.845)  1.06
N (0.041, 1.923, 0.509)  -0.68
N (2.090, 2.034, -0.622)  -0.33
H (-0.805, 1.464, 0.896)  0.28
H (-0.045, -1.509, 0.619)  0.55
H (-0.805, 0.405, -1.734)  0.27
H (2.936, 1.572, -0.728)  0.25
H (-0.315, -2.574, -1.676)  0.26

As for the SMILES: [H]/N=C(/N)N(C1CC1)[N+](=O)[O-]. The calculation puts the HOMO-LUMO gap at 0.3745 Eh. As for the spin multiplicity: 1.

---

#b
The following is a quantum chemistry calculation of one molecule with the formula C4H8N4O2, from the OMol25 dataset.

Last column: Mulliken charge in e.
Atoms and positions in Å:
H (0.064, -1.248, -1.526)  0.28
H (-0.964, 2.287, -0.714)  0.38
H (1.057, 2.356, 0.722)  0.36
H (0.303, 1.335, -1.529)  0.39
C (-0.441, -1.073, -0.532)  -0.44
H (-1.183, -1.859, -0.241)  0.32
H (-0.276, 1.389, 1.432)  0.42
N (-2.329, 0.302, 0.064)  -0.18
C (-0.408, 1.354, -0.691)  -0.66
C (0.518, -0.979, 0.647)  -0.89
O (-2.980, -0.729, 0.305)  -0.46
N (-1.165, 0.137, -0.615)  0.50
C (0.422, 1.412, 0.621)  -0.67
O (2.793, -0.818, -0.412)  -0.46
N (2.326, 0.269, -0.122)  -0.24
H (0.009, -0.970, 1.591)  0.41
N (1.283, 0.238, 0.678)  0.53
H (1.136, -1.814, 0.808)  0.40

As for the SMILES: O=NN1CCN(N=O)CC1. The calculation puts the HOMO-LUMO gap at 0.3560 Eh. As for the spin multiplicity: 1.

---

Each structure's energy above the most stable one, in kJ/mol: #a 36.9; #b 0.0.

---

#a
The following is a quantum chemistry calculation of one molecule with the formula C2H6N4O, from the OMol25 dataset.

Last column: Mulliken charge in e.
Atoms and positions in Å:
O (1.785, 1.047, -0.226)  -0.40
H (-1.435, 2.093, 0.081)  0.19
N (-2.412, -0.255, -0.266)  -0.46
H (1.569, -2.148, 0.229)  0.32
N (-0.727, 1.304, 0.300)  -0.65
C (-1.099, 0.098, 0.043)  0.58
N (-0.227, -0.991, 0.146)  -0.25
H (-2.972, -1.055, 0.019)  0.24
C (1.155, -1.110, 0.106)  -0.03
H (0.886, 1.235, 0.248)  0.38
H (-2.984, 0.559, -0.190)  0.20
N (2.074, -0.222, -0.074)  -0.34
H (-0.634, -1.845, -0.217)  0.24

As for the SMILES: [H]/N=C(\N)N/C=N\O. The calculation puts the HOMO-LUMO gap at 0.3157 Eh. As for the spin multiplicity: 1.

---

#b
The following is a quantum chemistry calculation of one molecule with the formula C2H6N4O, from the OMol25 dataset.

Last column: Mulliken charge in e.
Atoms and positions in Å:
C (0.282, 0.936, -0.056)  0.37
N (-0.192, -0.440, 0.254)  0.34
H (1.065, -1.829, 0.696)  0.24
H (1.968, 0.519, 0.746)  0.40
C (-0.881, -1.112, -0.546)  0.17
H (0.355, -1.383, 2.097)  0.27
N (-0.613, 1.687, -0.831)  -0.47
N (0.688, -0.971, 1.135)  -0.80
H (-1.584, -0.479, -1.224)  0.26
O (-0.888, -2.344, -0.479)  -0.62
N (1.474, 1.215, 0.126)  -0.65
H (-1.614, 1.771, -0.637)  0.25
H (-0.060, 2.430, -1.280)  0.25

As for the SMILES: [H]/N=C(/N)N(N)C=O. The calculation puts the HOMO-LUMO gap at 0.3795 Eh. As for the spin multiplicity: 1.

---

Each structure's energy above the most stable one, in kJ/mol: #a 40.9; #b 0.0.

---

#a
The following is a quantum chemistry calculation of one molecule with the formula C5H12N2S, from the OMol25 dataset.

Last column: Mulliken charge in e.
Atoms and positions in Å:
C (-1.244, 1.757, -0.886)  -0.12
S (-1.751, 2.030, 0.783)  -0.09
H (-0.935, -1.532, -1.117)  0.50
H (2.119, -0.976, -0.827)  0.34
H (-0.005, 0.685, 1.875)  0.03
C (1.463, -0.388, -1.442)  -0.93
H (-1.819, 2.399, -1.564)  0.38
H (-0.478, 2.147, 2.784)  0.34
H (0.622, 2.253, 1.359)  0.24
H (-0.565, -2.765, 1.076)  0.37
H (-1.413, -0.628, 0.325)  0.34
C (0.165, -2.051, 0.653)  -1.29
N (-0.391, 0.991, -1.435)  -0.81
C (-0.259, 1.737, 1.768)  -0.48
H (2.023, 0.493, -1.801)  0.29
H (0.904, -2.640, 0.104)  0.34
N (0.333, 0.090, -0.631)  0.40
H (1.106, -1.019, -2.290)  0.32
H (0.672, -1.557, 1.498)  0.29
C (-0.546, -1.030, -0.232)  -0.48

As for the SMILES: CCN(C)/N=C\SC. The calculation puts the HOMO-LUMO gap at 0.3322 Eh. As for the spin multiplicity: 1.

---

#b
The following is a quantum chemistry calculation of one molecule with the formula C5H12N2S, from the OMol25 dataset.

Last column: Mulliken charge in e.
Atoms and positions in Å:
H (-2.107, 2.061, 1.669)  0.34
C (1.575, -0.129, 0.729)  -1.36
S (0.285, 1.429, -2.285)  -0.35
H (-1.095, 2.466, -0.441)  0.25
C (-1.696, 1.202, 1.190)  -1.01
H (2.409, 0.325, 0.125)  0.34
H (-1.016, 0.788, 1.954)  0.31
N (-0.994, 1.453, -0.063)  -0.11
H (1.829, -0.774, -1.923)  0.39
H (1.307, 0.671, 1.442)  0.32
H (-1.282, -1.689, -0.231)  0.30
H (1.916, -1.024, 1.279)  0.39
C (0.424, -0.601, -0.310)  1.33
H (-0.858, -0.986, 1.121)  0.29
H (-2.523, 0.572, 1.036)  0.37
C (-0.146, 0.799, -0.819)  -0.08
N (-0.475, -1.529, 0.385)  -0.74
C (0.999, -1.340, -1.474)  -1.81
H (1.251, -2.345, -1.088)  0.44
H (0.196, -1.350, -2.296)  0.38

As for the SMILES: CNC(=S)C(C)(C)N. The calculation puts the HOMO-LUMO gap at 0.3179 Eh. As for the spin multiplicity: 1.

---

Each structure's energy above the most stable one, in kJ/mol: #a 75.0; #b 0.0.